Molecular formula: C42H41As2N3O5TeZn
Method: DFT, the ωB97M-V functional and the def2-TZVPD basis

Each line ends with the Löwdin charge.
Positions of all 95 atoms, in Å:
Zn 0.57073 -0.45062 -0.57147  0.485
C -1.00905 2.77099 -3.53211  -0.001
C -0.96639 1.93418 -2.29258  -0.295
N -0.36037 2.24555 -1.21655  0.004
O 0.32650 3.45007 -1.28303  -0.042
C -1.66502 0.62547 -2.27379  -0.286
C -2.60042 0.25280 -3.37739  -0.010
N -1.42675 -0.16497 -1.27917  -0.208
O -2.12998 -1.28299 -1.16201  -0.369
H -0.56918 3.74666 -3.35798  0.076
H -2.03691 2.88982 -3.87530  0.083
H -0.45193 2.27191 -4.32793  0.100
H 0.95018 3.36831 -0.54979  0.082
H -3.44648 0.94051 -3.44765  0.088
H -2.97399 -0.75124 -3.19958  0.072
H -2.07393 0.28281 -4.33348  0.091
C 3.66655 0.42070 2.38547  -0.087
C 4.30432 -0.27923 1.46178  -0.065
As 1.34622 -2.66115 0.06406  1.145
C -0.19565 -3.86582 0.00418  -0.496
C -0.79854 -4.43447 1.12473  -0.140
C -1.77694 -5.41724 0.99437  -0.096
C -2.16259 -5.85665 -0.26103  -0.111
C -1.57732 -5.28881 -1.38855  -0.101
C -0.61311 -4.30358 -1.25589  -0.151
C 1.72486 -2.78726 1.98423  -0.506
C 2.75691 -3.64816 2.35637  -0.143
C 3.05642 -3.87917 3.69283  -0.084
C 2.31201 -3.26439 4.68887  -0.089
C 1.27896 -2.40723 4.33653  -0.110
C 1.00309 -2.16193 2.99724  -0.187
As 0.02351 1.39896 2.13449  1.321
C 0.69980 2.28751 3.73096  -0.476
C 0.74511 3.67961 3.77518  -0.130
C 1.27114 4.32943 4.88282  -0.084
C 1.76138 3.59324 5.95254  -0.086
C 1.72861 2.20690 5.91022  -0.078
C 1.20502 1.55686 4.80097  -0.123
C -1.75894 1.63017 2.35857  -0.538
C -2.38403 2.31505 3.46818  -0.117
C -3.67816 2.67918 3.43114  -0.077
C -4.51370 2.38069 2.28110  -0.092
C -4.04805 1.63608 1.27271  -0.123
C -2.66313 1.11549 1.28018  -0.444
H 3.57146 1.49851 2.31774  0.049
H 3.20796 -0.06143 3.24167  0.033
H 4.38620 -1.35727 1.52899  0.038
H 4.74887 0.19809 0.59755  0.052
H -0.46548 -4.15155 2.11608  0.076
H -2.22090 -5.85100 1.88267  0.101
H -2.91063 -6.63260 -0.36360  0.098
H -1.86871 -5.62229 -2.37730  0.101
H -0.15815 -3.88220 -2.14538  0.097
H 3.33126 -4.14772 1.58490  0.089
H 3.86645 -4.54810 3.95500  0.102
H 2.53379 -3.45248 5.73173  0.100
H 0.68088 -1.93378 5.10758  0.095
H 0.20475 -1.47912 2.73416  0.015
H 0.36219 4.26122 2.94401  0.101
H 1.30071 5.41120 4.90846  0.103
H 2.17515 4.09993 6.81471  0.102
H 2.11769 1.62830 6.73834  0.105
H 1.19715 0.47464 4.76807  0.078
H -1.77090 2.57247 4.32158  0.102
H -4.11045 3.21846 4.26440  0.109
H -5.52011 2.77865 2.24417  0.110
H -4.65877 1.41786 0.40511  0.116
H -2.19808 1.21158 0.30094  0.040
Te -2.56039 -1.11216 1.38935  1.857
C -4.41815 -1.79317 0.66914  -0.386
C -4.36360 -2.78976 -0.29567  -0.118
C -5.54597 -3.34057 -0.76781  -0.061
C -6.76758 -2.88295 -0.29646  -0.076
C -6.81297 -1.87687 0.65882  -0.075
C -5.63606 -1.33370 1.15398  -0.116
C -3.08004 -1.30017 3.45055  -0.394
C -4.08232 -0.60272 4.11778  -0.118
C -4.32222 -0.84720 5.46087  -0.069
C -3.56940 -1.79161 6.14696  -0.076
C -2.57360 -2.49254 5.48654  -0.074
C -2.32927 -2.24611 4.14136  -0.139
H -3.41174 -3.11876 -0.68707  0.079
H -5.50548 -4.12533 -1.51209  0.110
H -7.68787 -3.30933 -0.67428  0.105
H -7.76477 -1.51588 1.02635  0.106
H -5.68442 -0.56073 1.90659  0.080
H -4.66887 0.14573 3.60685  0.074
H -5.09950 -0.29585 5.97475  0.107
H -3.76170 -1.97915 7.19539  0.106
H -1.98245 -3.23223 6.01127  0.109
H -1.54740 -2.80038 3.63613  0.064
O 1.45434 0.05684 -2.46912  -0.086
N 2.21781 0.91207 -1.92708  -0.547
O 2.98204 1.59636 -2.55521  0.084
O 2.10923 1.00607 -0.65752  -0.162

Forces on atoms 1 to 6 (eV/Å):
-0.20 0.05 0.06
0.07 -0.04 -0.04
0.05 -0.03 -0.07
-0.12 0.01 0.14
0.04 -0.01 0.00
-0.05 0.02 0.10

Results
- Max |F|: 0.70 eV Å⁻¹
- ΔE to the lowest compared entry with this formula, charge and spin: 32.4 kcal/mol
- E_tot: -236305.89241 eV
- Net charge: 0
- Orbital gap: 5.52 eV

=====

Molecular formula: C42H41BrO2P2Pb
Method: DFT, the ωB97M-V functional and the def2-TZVPD basis

Each line ends with the Löwdin charge.
Positions of all 89 atoms, in Å:
Pb 0.99590 3.45316 4.20383  1.331
C 2.55546 -0.53678 5.46035  -0.131
C 2.66599 -0.77422 4.15173  -0.110
C 2.00371 -1.87886 3.38758  -0.195
C 0.60222 -1.52638 2.81578  -0.179
C -0.34775 -0.87705 3.77355  -0.115
C -0.41337 -1.10437 5.08818  -0.124
C 0.46469 -2.01250 5.88659  -0.192
C 1.73441 -1.31394 6.44416  -0.183
C -1.17076 3.07733 4.11339  -0.343
H 3.15959 0.25451 5.91724  0.103
H 3.29643 -0.11859 3.53595  0.105
H 1.93329 -2.79253 3.98795  0.099
H 2.65179 -2.11819 2.52797  0.110
H 0.73704 -0.84987 1.95757  0.086
H 0.15813 -2.45936 2.42310  0.124
H -1.06466 -0.18638 3.31517  0.097
H -1.15689 -0.56870 5.68875  0.068
H 0.75767 -2.89381 5.30996  0.099
H -0.11220 -2.36127 6.75813  0.110
H 1.42832 -0.62965 7.25303  0.066
H 2.37370 -2.09008 6.90153  0.126
H -1.59218 3.69454 4.92037  -0.004
H -1.30932 2.01618 4.35559  -0.029
H -1.59563 3.36288 3.14366  -0.012
P 0.86958 0.31993 -5.16627  1.114
P -2.34156 -0.10590 -4.83566  1.104
C 0.11991 -1.32793 -5.26912  -0.299
C -1.22397 -1.49660 -5.14186  -0.327
C 2.14131 0.23944 -6.48774  -0.393
C 2.67939 -0.96128 -6.97171  -0.088
C 3.68210 -0.93750 -7.94712  -0.058
C 4.14876 0.28045 -8.45064  -0.053
C 3.59309 1.48166 -7.99022  -0.064
C 2.58138 1.46622 -7.03148  -0.098
C 1.86868 0.16743 -3.62018  -0.349
C 1.16793 0.12227 -2.39632  -0.094
C 1.86298 -0.09429 -1.20572  -0.071
C 3.25214 -0.28034 -1.22386  -0.060
C 3.95011 -0.19337 -2.43378  -0.057
C 3.26579 0.06323 -3.62494  -0.068
C -3.59649 -0.49688 -6.15018  -0.354
C -3.19781 -0.29729 -7.48811  -0.099
C -4.01858 -0.72165 -8.53333  -0.064
C -5.24632 -1.33898 -8.25854  -0.053
C -5.66663 -1.48743 -6.93305  -0.058
C -4.86136 -1.03677 -5.88123  -0.072
C -3.20058 -0.67497 -3.31605  -0.401
C -3.92496 0.29043 -2.58451  -0.102
C -4.69173 -0.10239 -1.48892  -0.070
C -4.72498 -1.44672 -1.09556  -0.061
C -3.96131 -2.39227 -1.78694  -0.062
C -3.17071 -2.00304 -2.87312  -0.086
H 0.78647 -2.18527 -5.41145  0.080
H -1.69820 -2.47574 -5.28780  0.094
H 2.33299 -1.92039 -6.59110  0.092
H 4.09876 -1.87884 -8.30832  0.116
H 4.94079 0.29521 -9.20103  0.117
H 3.95073 2.43484 -8.38273  0.115
H 2.12682 2.39726 -6.68770  0.106
H 0.08199 0.24475 -2.39044  0.096
H 1.32222 -0.12281 -0.25742  0.090
H 3.78919 -0.48958 -0.29684  0.110
H 5.03167 -0.33014 -2.45721  0.116
H 3.81956 0.15733 -4.56167  0.108
H -2.23221 0.16722 -7.69909  0.104
H -3.69995 -0.57872 -9.56711  0.114
H -5.87406 -1.69817 -9.07562  0.117
H -6.62269 -1.96227 -6.70934  0.115
H -5.20887 -1.13656 -4.85079  0.106
H -3.88507 1.33759 -2.89104  0.107
H -5.27023 0.64248 -0.94035  0.112
H -5.34133 -1.75414 -0.24928  0.114
H -3.97773 -3.43996 -1.48485  0.114
H -2.54652 -2.74066 -3.37683  0.096
Br -1.00868 0.68747 8.38008  1.068
C 0.16022 1.92680 9.20163  -0.499
C 0.17690 2.08447 10.59729  -0.050
C 1.07382 2.97636 11.20304  0.010
C 2.00145 3.67053 10.41990  0.040
C 1.97710 3.52767 9.03561  0.042
C 1.02953 2.70526 8.41328  -0.111
C 0.89419 2.81218 6.92309  -0.638
O 0.68727 4.00554 6.45802  -0.182
O 1.02198 1.80897 6.15130  -0.137
H -0.51453 1.50709 11.20745  0.124
H 1.05103 3.12217 12.28373  0.136
H 2.74197 4.33021 10.87582  0.143
H 2.67167 4.07036 8.39281  0.147

Forces on atoms 1 to 6 (eV/Å):
0.55 -0.26 0.09
0.43 0.00 -0.22
0.15 0.47 0.11
-0.11 -0.33 -0.52
0.43 -0.21 -0.16
-0.40 0.01 0.44

Results
- Max |F|: 2.64 eV Å⁻¹
- ΔE to the lowest compared entry with this formula, charge and spin: 0.0 kcal/mol
- E_tot: -142162.81506 eV
- Net charge: +2
- Orbital gap (spin up / spin down): 4.76 / 3.08 eV

=====

The lowest ΔE to the lowest compared entry with this formula, charge and spin belongs to which entry?
C42H41BrO2P2Pb